{"formula": "C6H42NO14", "method": "ωB97M-V/def2-TZVPD", "species": ["O", "O", "O", "O", "O", "O", "O", "O", "O", "O", "O", "O", "O", "O", "N", "C", "C", "C", "C", "C", "C", "H", "H", "H", "H", "H", "H", "H", "H", "H", "H", "H", "H", "H", "H", "H", "H", "H", "H", "H", "H", "H", "H", "H", "H", "H", "H", "H", "H", "H", "H", "H", "H", "H", "H", "H", "H", "H", "H", "H", "H", "H", "H"], "coordinates": [[-4.76, -1.69, 1.55], [1.38, -0.01, -3.51], [1.55, 3.21, 2.10], [2.95, 2.80, -0.22], [-0.19, 2.19, -3.28], [2.01, -3.55, -0.77], [0.37, -2.32, -2.65], [4.13, -1.80, -0.99], [-4.56, 0.77, 2.72], [-0.54, -4.03, -0.22], [-3.05, -3.58, 0.63], [-0.62, 4.17, 0.72], [3.40, 0.73, -1.80], [0.86, 4.01, -1.51], [-2.27, 2.14, 0.71], [-0.58, 0.46, -0.04], [-1.94, 1.09, -0.30], [0.48, -0.72, 3.16], [-0.66, -0.71, 0.96], [1.82, -1.30, 1.18], [0.55, -0.88, 1.85], [1.75, -2.33, 0.82], [3.77, 3.30, -0.28], [-3.55, -2.81, 1.01], [3.10, 1.97, -0.76], [0.14, 1.20, 0.31], [1.74, -0.20, -4.38], [-1.37, -3.63, 0.15], [-0.78, -1.65, 0.40], [-0.16, 4.22, -0.17], [0.50, 3.38, -2.17], [1.14, -3.59, -0.32], [-3.78, 1.37, 2.82], [2.66, 0.47, -2.39], [-0.31, 2.56, -4.16], [-5.50, -2.16, 1.94], [-4.58, -0.94, 2.18], [-5.21, 1.04, 3.40], [-1.96, 1.60, -1.27], [-2.33, 1.76, 1.68], [2.68, -1.25, 1.85], [2.16, 3.72, 2.64], [0.96, -0.84, -3.19], [4.85, -2.04, -0.40], [-3.70, -4.11, 0.22], [1.69, 3.61, -1.18], [1.07, -2.74, -2.09], [-0.15, 0.11, -0.99], [2.23, -4.46, -0.99], [-3.17, 2.57, 0.51], [1.33, -0.87, 3.81], [-1.49, 2.94, 0.71], [0.13, 4.00, 1.35], [-0.45, -0.49, 3.67], [3.39, -2.42, -0.81], [-2.70, 0.30, -0.28], [2.02, -0.70, 0.29], [3.71, -0.14, -1.47], [-0.40, -2.47, -2.08], [2.05, 2.93, 1.30], [-1.55, -0.64, 1.58], [-0.67, -4.97, -0.13], [0.42, 1.43, -3.40]], "homo_energy_ev": [-2.73, -9.08], "s2": 0.7506, "e_above_lowest_ev": 0.000, "multiplicity": 2, "energy_ha": -1361.8757}